Entry from OMol25: 14 unconnected molecules or ions with the total composition C38H112N20O14 (ωB97M-V with the def2-TZVPD basis set).

Last columns: bonded neighbours and bond lengths (Å).
Geometry (Å):
1 C 55.311 19.321 -0.103  C2 1.543, H7 1.090, H8 1.090, H9 1.090
2 C 54.242 19.560 0.984  C1 1.543, C3 1.554, N6 1.476, H10 1.090
3 C 53.389 18.359 1.476  C2 1.554, O4 1.408, H11 1.090, H12 1.090
4 O 52.341 18.877 2.261  C3 1.408, C5 1.409
5 C 51.423 17.957 2.806  O4 1.409, H13 1.090, H14 1.090, H15 1.090
6 N 54.964 20.099 2.153  C2 1.476, H16 1.010, H17 1.010
7 H 55.794 18.345 -0.065  C1 1.090
8 H 56.133 20.032 -0.017  C1 1.090
9 H 54.853 19.350 -1.092  C1 1.090
10 H 53.579 20.332 0.592  C2 1.090
11 H 53.956 17.604 2.022  C3 1.090
12 H 53.015 17.849 0.588  C3 1.090
13 H 51.926 17.177 3.378  C5 1.090
14 H 50.720 17.544 2.083  C5 1.090
15 H 50.844 18.561 3.504  C5 1.090
16 H 54.213 20.369 2.771  N6 1.010
17 H 55.392 19.330 2.648  N6 1.010
18 C 47.733 23.024 2.222  C19 1.497, H24 1.090, H25 1.090, H26 1.090
19 C 48.356 24.378 2.088  C18 1.497, C20 1.515, N23 1.454, H27 1.090
20 C 49.853 24.383 2.318  C19 1.515, O21 1.504, H28 1.090, H29 1.090
21 O 50.286 25.658 2.989  C20 1.504, C22 1.321
22 C 51.555 25.931 2.743  O21 1.321, H30 1.090, H31 1.090, H32 1.090
23 N 48.127 24.854 0.733  C19 1.454, H33 1.010, H34 1.010
24 H 48.311 22.197 1.807  C18 1.090
25 H 46.713 22.952 1.844  C18 1.090
26 H 47.701 22.796 3.287  C18 1.090
27 H 47.888 25.003 2.850  C19 1.090
28 H 50.508 24.188 1.470  C20 1.090
29 H 50.207 23.621 3.012  C20 1.090
30 H 51.766 26.949 3.070  C22 1.090
31 H 51.826 25.878 1.689  C22 1.090
32 H 52.255 25.245 3.218  C22 1.090
33 H 48.995 25.017 0.244  N23 1.010
34 H 47.803 25.811 0.707  N23 1.010
35 C 46.828 18.258 11.919  C36 1.523, H41 1.090, H42 1.090, H43 1.090
36 C 48.013 18.789 11.124  C35 1.523, C37 1.512, N40 1.434, H44 1.090
37 C 47.717 20.182 10.615  C36 1.512, O38 1.401, H45 1.090, H46 1.090
38 O 48.588 20.573 9.589  C37 1.401, C39 1.452
39 C 48.180 21.895 9.149  O38 1.452, H47 1.090, H48 1.090, H49 1.090
40 N 49.186 18.825 11.947  C36 1.434, H50 1.010, H51 1.010
41 H 46.020 17.890 11.287  C35 1.090
42 H 46.235 18.858 12.609  C35 1.090
43 H 47.143 17.408 12.525  C35 1.090
44 H 48.312 18.027 10.405  C36 1.090
45 H 47.694 20.812 11.505  C37 1.090
46 H 46.683 20.291 10.286  C37 1.090
47 H 48.291 22.588 9.983  C39 1.090
48 H 47.212 22.002 8.659  C39 1.090
49 H 48.887 22.267 8.407  C39 1.090
50 H 49.852 19.534 11.673  N40 1.010
51 H 48.954 19.078 12.897  N40 1.010
52 C 37.193 19.319 -6.536  C53 1.476, H58 1.090, H59 1.090, H60 1.090
53 C 36.174 18.461 -7.171  C52 1.476, C54 1.539, N57 1.468, H61 1.090
54 C 35.748 19.022 -8.540  C53 1.539, O55 1.435, H62 1.090, H63 1.090
55 O 34.813 18.168 -9.216  C54 1.435, C56 1.424
56 C 33.466 18.551 -8.964  O55 1.424, H64 1.090, H65 1.090, H66 1.090
57 N 36.849 17.188 -7.454  C53 1.468, H67 1.010, H68 1.010
58 H 38.059 19.311 -7.198  C52 1.090
59 H 37.484 19.071 -5.516  C52 1.090
60 H 36.946 20.381 -6.560  C52 1.090
61 H 35.381 18.331 -6.435  C53 1.090
62 H 36.530 19.064 -9.298  C54 1.090
63 H 35.443 20.068 -8.570  C54 1.090
64 H 32.698 17.806 -9.174  C56 1.090
65 H 33.325 19.403 -9.629  C56 1.090
66 H 33.294 18.861 -7.933  C56 1.090
67 H 36.332 16.683 -8.160  N57 1.010
68 H 36.806 16.565 -6.661  N57 1.010
69 C 34.640 16.219 6.257  C70 1.514, H75 1.090, H76 1.090, H77 1.090
70 C 35.467 15.714 7.420  C69 1.514, C71 1.563, N74 1.435, H78 1.090
71 C 35.534 16.756 8.584  C70 1.563, O72 1.456, H79 1.090, H80 1.090
72 O 36.185 17.893 7.950  C71 1.456, C73 1.447
73 C 36.128 19.037 8.833  O72 1.447, H81 1.090, H82 1.090, H83 1.090
74 N 34.796 14.504 7.797  C70 1.435, H84 1.010, H85 1.010
75 H 33.571 16.136 6.452  C69 1.090
76 H 34.857 15.516 5.452  C69 1.090
77 H 34.969 17.190 5.886  C69 1.090
78 H 36.498 15.470 7.165  C70 1.090
79 H 36.175 16.426 9.401  C71 1.090
80 H 34.505 16.943 8.893  C71 1.090
81 H 35.269 19.011 9.504  C73 1.090
82 H 36.051 19.875 8.140  C73 1.090
83 H 36.933 19.051 9.568  C73 1.090
84 H 34.684 13.808 7.073  N74 1.010
85 H 35.451 14.001 8.379  N74 1.010
86 C 42.305 16.663 5.722  C87 1.549, H92 1.090, H93 1.090, H94 1.090
87 C 41.901 15.623 4.648  C86 1.549, C88 1.498, N91 1.472, H95 1.090
88 C 42.513 15.899 3.309  C87 1.498, O89 1.441, H96 1.090, H97 1.090
89 O 42.229 14.893 2.318  C88 1.441, C90 1.463
90 C 41.031 15.143 1.515  O89 1.463, H98 1.090, H99 1.090, H100 1.090
91 N 42.179 14.270 5.159  C87 1.472, H101 1.010, H102 1.010
92 H 43.383 16.592 5.867  C86 1.090
93 H 41.913 16.451 6.716  C86 1.090
94 H 42.008 17.673 5.440  C86 1.090
95 H 40.824 15.792 4.626  C87 1.090
96 H 43.590 15.946 3.470  C88 1.090
97 H 42.320 16.904 2.933  C88 1.090
98 H 41.211 16.158 1.158  C90 1.090
99 H 40.100 15.173 2.081  C90 1.090
100 H 40.974 14.464 0.664  C90 1.090
101 H 41.654 14.263 6.022  N91 1.010
102 H 41.590 13.699 4.570  N91 1.010
103 C 37.951 21.436 1.839  C104 1.562, H109 1.090, H110 1.090, H111 1.090
104 C 36.978 22.364 2.633  C103 1.562, C105 1.580, N108 1.424, H112 1.090
105 C 37.382 23.891 2.649  C104 1.580, O106 1.403, H113 1.090, H114 1.090
106 O 38.676 24.208 3.093  C105 1.403, C107 1.419
107 C 38.613 24.289 4.508  O106 1.419, H115 1.090, H116 1.090, H117 1.090
108 N 35.690 22.232 2.040  C104 1.424, H118 1.010, H119 1.010
109 H 38.952 21.818 2.039  C103 1.090
110 H 37.865 21.550 0.758  C103 1.090
111 H 37.913 20.448 2.298  C103 1.090
112 H 36.923 21.949 3.640  C104 1.090
113 H 36.599 24.450 3.160  C105 1.090
114 H 37.529 24.239 1.627  C105 1.090
115 H 38.410 23.326 4.978  C107 1.090
116 H 38.022 25.084 4.962  C107 1.090
117 H 39.634 24.505 4.820  C107 1.090
118 H 35.695 22.595 1.097  N108 1.010
119 H 34.975 22.824 2.438  N108 1.010
120 C 29.496 9.792 4.399  C121 1.521, H126 1.090, H127 1.090, H128 1.090
121 C 30.860 10.060 5.017  C120 1.521, C122 1.599, N125 1.440, H129 1.090
122 C 32.126 10.022 4.041  C121 1.599, O123 1.436, H130 1.090, H131 1.090
123 O 33.411 9.773 4.634  C122 1.436, C124 1.485
124 C 34.471 9.852 3.598  O123 1.485, H132 1.090, H133 1.090, H134 1.090
125 N 30.701 11.323 5.691  C121 1.440, H135 1.010, H136 1.010
126 H 28.647 9.792 5.084  C120 1.090
127 H 29.602 8.743 4.122  C120 1.090
128 H 29.252 10.529 3.634  C120 1.090
129 H 30.976 9.181 5.650  C121 1.090
130 H 32.080 10.974 3.512  C122 1.090
131 H 31.969 9.379 3.175  C122 1.090
132 H 34.509 10.885 3.251  C124 1.090
133 H 34.368 9.119 2.797  C124 1.090
134 H 35.405 9.578 4.089  C124 1.090
135 H 30.355 11.168 6.627  N125 1.010
136 H 31.593 11.732 5.933  N125 1.010
137 C 42.558 10.277 10.613  O138 1.167, N139 1.271, N140 1.301
138 O 42.580 9.572 9.683  C137 1.167
139 N 43.376 10.249 11.586  C137 1.271, H141 1.010, H142 1.010
140 N 41.515 10.934 11.029  C137 1.301, H143 1.010, H144 1.010
141 H 44.257 9.762 11.503  N139 1.010
142 H 43.259 10.967 12.286  N139 1.010
143 H 40.685 10.553 10.597  N140 1.010
144 H 41.565 11.331 11.956  N140 1.010
145 C 47.965 11.796 5.635  O146 1.252, N147 1.330, N148 1.265
146 O 49.057 11.286 5.295  C145 1.252
147 N 47.087 11.390 6.548  C145 1.330, H149 1.010, H150 1.010
148 N 47.297 12.550 4.870  C145 1.265, H151 1.010, H152 1.010
149 H 46.154 11.646 6.256  N147 1.010
150 H 47.157 10.640 7.221  N147 1.010
151 H 46.418 12.920 5.203  N148 1.010
152 H 47.453 12.620 3.874  N148 1.010
153 C 47.440 13.300 -2.554  O154 1.254, N155 1.327, N156 1.323
154 O 47.742 13.109 -1.352  C153 1.254
155 N 46.191 13.502 -2.954  C153 1.327, H157 1.010, H158 1.010
156 N 48.232 13.331 -3.614  C153 1.323, H159 1.010, H160 1.010
157 H 45.422 13.610 -2.309  N155 1.010
158 H 45.953 13.368 -3.927  N155 1.010
159 H 49.209 13.373 -3.359  N156 1.010
160 H 47.979 13.700 -4.519  N156 1.010
161 C 35.603 11.425 -3.406  O162 1.253, N163 1.258, N164 1.287
162 O 36.155 12.531 -3.205  C161 1.253
163 N 36.195 10.315 -3.434  C161 1.258, H165 1.010, H166 1.010
164 N 34.327 11.306 -3.529  C161 1.287, H167 1.010, H168 1.010
165 H 37.181 10.288 -3.215  N163 1.010
166 H 35.669 9.605 -3.923  N163 1.010
167 H 33.965 10.373 -3.664  N164 1.010
168 H 33.762 12.140 -3.452  N164 1.010
169 C 43.475 8.127 0.502  O170 1.208, N171 1.318, N172 1.259
170 O 42.645 8.544 -0.271  C169 1.208
171 N 43.653 6.847 0.760  C169 1.318, H173 1.010, H174 1.010
172 N 44.044 8.828 1.380  C169 1.259, H175 1.010, H176 1.010
173 H 43.214 6.251 0.072  N171 1.010
174 H 44.419 6.436 1.274  N171 1.010
175 H 44.629 8.361 2.058  N172 1.010
176 H 44.109 9.833 1.302  N172 1.010
177 C 32.053 16.696 -1.026  O178 1.247, N179 1.311, N180 1.284
178 O 31.390 15.761 -1.517  C177 1.247
179 N 31.598 17.826 -0.543  C177 1.311, H181 1.010, H182 1.010
180 N 33.319 16.716 -0.811  C177 1.284, H183 1.010, H184 1.010
181 H 32.246 18.511 -0.179  N179 1.010
182 H 30.615 18.055 -0.550  N179 1.010
183 H 33.765 17.379 -0.193  N180 1.010
184 H 33.856 15.954 -1.200  N180 1.010

Calculated values
Lowest unoccupied orbital energy = 0.1 eV
Gap between HOMO and LUMO = 9.274 eV
Relative energy (zero: lowest compared OMol25 entry of this formula, charge and spin) = 11.260 eV
E_tot = -99681.318 eV